(1)
92
Properties=species:S:1:pos:R:3:lowdin_charge:R:1 method="wB97M-V/def2-TZVPD" total_energy_ev=-78619.723 orbital_gap_ev="6.146 / 5.694" lumo_ha="-0.4636 / -0.4792" mol_weight_da=875.80 largest_force_ev_per_a=2.2 charge=+4 de_lowest_kcal_mol=41.09
Ta 0.113 0.812 -0.144 1.5285
P 2.560 0.349 0.571 0.9235
P -1.690 -1.084 0.434 0.9739
Si 0.027 0.616 2.824 0.6838
N -0.688 0.886 -2.277 -0.0138
N -1.953 4.707 -1.147 0.2465
N -0.828 2.844 -0.359 -0.0116
N -1.055 1.702 -4.436 -0.0971
N -1.420 3.070 -2.629 0.1931
C 4.827 0.637 -1.016 -0.0642
C 2.541 -1.359 0.039 -0.4005
C 2.885 0.543 2.322 -0.3851
C 5.706 2.799 -1.612 -0.0112
C -0.523 -1.667 4.296 -0.0558
C 4.648 3.430 -0.962 -0.0385
C -3.128 -0.014 0.600 -0.3828
C -3.585 -3.771 -1.943 -0.0256
C 2.474 -3.942 -0.955 -0.0271
C -1.018 2.049 3.345 -0.1790
C -1.381 2.820 -5.341 0.0192
C 4.519 0.766 4.074 -0.0048
C -5.471 1.469 0.752 -0.0154
C -0.667 -1.095 3.031 -0.3114
C 5.793 1.412 -1.641 -0.0227
C -1.922 -3.050 2.338 -0.0397
C 2.168 0.872 4.587 -0.0638
C 2.261 -1.580 -1.324 -0.1399
C -3.784 0.126 1.826 -0.0645
C 2.240 -2.877 -1.818 -0.0577
C -2.573 -4.692 -2.182 -0.0142
C -1.029 1.845 -3.123 -0.3964
C 2.717 -3.722 0.400 -0.0113
C -1.090 -2.904 4.589 -0.0066
C -1.289 -4.473 -1.690 -0.0366
C -2.044 -2.423 -0.693 -0.3848
C -3.328 -2.628 -1.199 -0.0572
C -1.390 3.523 -1.344 -0.4381
C -4.808 1.348 -0.466 -0.0481
C 4.216 0.591 2.730 -0.0412
C -0.710 0.400 -5.022 0.0131
C -1.370 -1.803 2.052 -0.3939
C -3.631 0.623 -0.545 -0.1343
C -4.953 0.870 1.895 -0.0233
C 3.496 0.902 5.002 -0.0027
C 3.773 1.273 -0.358 -0.3937
C 3.676 2.670 -0.337 -0.0998
C 1.839 0.687 3.243 -0.3044
C -1.019 -3.337 -0.950 -0.1029
C -1.792 -3.592 3.611 -0.0058
C 2.745 -2.431 0.907 -0.0381
H -0.917 3.349 0.517 0.0775
H 4.905 -0.443 -1.028 0.1182
H -4.130 -1.930 -0.992 0.1107
H -0.497 3.000 3.217 0.0466
H -2.239 -4.552 3.833 0.1338
H -0.981 -3.324 5.580 0.1342
H 5.017 0.502 2.005 0.1245
H -1.336 -0.395 -4.613 0.1075
H 5.552 0.810 4.392 0.1352
H -1.973 2.070 2.817 0.0219
H -0.028 -3.168 -0.548 0.0761
H -0.889 0.435 -6.091 0.1111
H 2.478 -4.954 -1.343 0.1340
H -2.441 3.079 -5.295 0.1170
H -6.400 2.022 0.811 0.1313
H -1.245 1.954 4.414 0.0659
H -1.785 3.713 -3.316 0.1436
H -2.463 -3.600 1.578 0.1214
H -5.225 1.803 -1.356 0.1202
H 2.071 -3.058 -2.871 0.1290
H -3.407 -0.370 2.712 0.1160
H -0.508 -5.199 -1.875 0.1201
H -2.786 -5.589 -2.750 0.1315
H -0.758 3.692 -5.138 0.1123
H 0.345 0.166 -4.865 0.1105
H 6.468 3.395 -2.096 0.1323
H 1.386 1.001 5.329 0.1179
H -5.472 0.965 2.839 0.1311
H 2.861 3.155 0.193 0.0998
H -4.582 -3.947 -2.323 0.1292
H -3.117 0.515 -1.492 0.0838
H 2.150 -0.737 -2.005 0.0970
H 3.727 1.048 6.049 0.1356
H 2.957 -2.257 1.956 0.1235
H 2.902 -4.561 1.059 0.1339
H -2.404 5.228 -1.886 0.1514
H -1.171 2.516 -6.360 0.1117
H -1.949 5.153 -0.242 0.1506
H 6.621 0.930 -2.145 0.1306
H 0.031 -1.150 5.072 0.1113
H -0.452 0.029 -2.767 0.0485
H 4.594 4.510 -0.937 0.1252

***

(2)
90
Properties=species:S:1:pos:R:3:lowdin_charge:R:1 method="wB97M-V/def2-TZVPD" total_energy_ev=-237461.693 orbital_gap_ev=7.097 lumo_ha=-0.1230 mol_weight_da=991.57 largest_force_ev_per_a=0.9 charge=+1 de_lowest_kcal_mol=0.00
Au -0.027 0.115 -0.333 0.5884
Se -2.141 0.531 -1.412 0.7596
As 0.137 2.620 -0.238 1.1851
As 2.421 0.227 0.240 1.2717
O -0.495 -0.412 2.568 -0.2596
N -6.083 -0.487 0.969 0.0688
C -0.817 1.751 3.597 -0.0613
C 3.159 0.434 2.011 -0.3621
C 2.846 2.025 -0.426 -0.4094
C 3.728 -0.900 -0.608 -0.4191
C -1.010 3.796 0.757 -0.3824
C 2.369 0.564 3.143 -0.1068
C -1.280 5.765 2.112 -0.0641
C -0.176 -1.924 -0.772 -0.3307
C -2.641 5.516 2.198 -0.0623
C 4.036 -2.121 -0.011 -0.1184
C 4.349 0.873 4.475 -0.0634
C 0.284 4.672 -2.237 -0.0934
C 0.940 -2.616 -1.231 -0.1534
C 5.629 -2.561 -1.754 -0.0606
C 0.184 3.297 -2.045 -0.3813
C 0.155 2.442 -3.141 -0.1504
C 0.217 2.962 -4.427 -0.0637
C -4.961 -1.104 1.323 -0.1274
C -0.285 -4.688 -1.290 -0.0783
C -3.187 4.404 1.570 -0.0594
C -5.985 0.388 -0.029 -0.1369
C 5.319 -1.349 -2.349 -0.0625
C 0.889 -3.982 -1.486 -0.0775
C 5.139 0.732 3.340 -0.0621
C 2.970 0.791 4.375 -0.0580
C -0.460 4.905 1.393 -0.1117
C -1.368 -2.633 -0.647 -0.1608
C 4.988 -2.948 -0.583 -0.0582
C -1.419 -4.001 -0.885 -0.0661
C 0.515 -2.578 2.687 -0.0558
C -2.376 3.540 0.850 -0.1076
C 4.367 -0.512 -1.779 -0.0941
C 1.961 3.028 0.311 -0.4033
C -3.726 -0.893 0.724 -0.1249
C -0.756 -1.784 2.876 -0.2552
C 4.548 0.508 2.107 -0.0986
C -3.636 0.024 -0.312 -0.5861
C -4.804 0.681 -0.692 -0.1403
C -1.488 0.522 3.020 -0.2484
C 0.309 4.332 -4.617 -0.0637
C 0.347 5.187 -3.523 -0.0636
H 2.355 0.890 5.261 0.1096
H -2.288 -2.132 -0.399 0.0301
H 0.603 5.104 1.352 0.0965
H 0.421 6.256 -3.670 0.1117
H 3.907 2.220 -0.262 0.0880
H -2.111 0.046 3.784 0.1260
H 2.037 2.914 1.395 0.0666
H 0.926 -2.393 1.693 0.0442
H 5.817 -1.047 -3.261 0.1117
H -6.901 0.893 -0.318 0.1112
H 6.374 -3.206 -2.200 0.1122
H -2.135 0.804 2.192 0.0896
H -0.325 -5.753 -1.475 0.1075
H -4.803 1.412 -1.491 0.0959
H 0.348 4.737 -5.619 0.1119
H -2.871 -1.442 1.082 0.0566
H 1.866 -2.110 -1.442 0.0496
H 0.189 2.294 -5.277 0.1127
H 4.136 0.429 -2.260 0.0985
H -0.120 2.192 2.882 0.0490
H -2.806 2.675 0.362 0.0549
H 6.216 0.792 3.416 0.1119
H -5.045 -1.820 2.134 0.1135
H 2.224 4.054 0.054 0.0815
H 0.097 1.368 -3.009 0.0559
H 2.656 2.047 -1.502 0.0596
H 1.263 -2.321 3.436 0.0782
H 0.300 -3.645 2.760 0.0895
H -1.109 -1.849 3.910 0.1263
H 4.815 1.039 5.437 0.1117
H 3.537 -2.429 0.902 0.1113
H 5.170 0.394 1.228 0.1068
H -1.543 -2.176 2.223 0.0938
H 5.229 -3.894 -0.117 0.1137
H -0.265 1.509 4.506 0.0817
H 0.292 5.349 -1.390 0.1019
H -4.248 4.205 1.642 0.1135
H 1.301 0.460 3.070 0.0555
H -0.851 6.627 2.604 0.1117
H 1.778 -4.486 -1.845 0.1071
H -2.361 -4.522 -0.776 0.1111
H -1.561 2.512 3.837 0.0873
H -3.278 6.187 2.759 0.1122

***

(3)
101
Properties=species:S:1:pos:R:3:lowdin_spin:R:1 method="wB97M-V/def2-TZVPD" total_energy_ev=-185741.125 s2=8.93 orbital_gap_ev="6.837 / 6.868" lumo_ha="0.0127 / -0.0508" mol_weight_da=937.40 largest_force_ev_per_a=1.6 spin_multiplicity=6 de_lowest_kcal_mol=52.05
Ge 0.824 1.530 -4.147 0.0066
Fe 0.378 0.753 -0.862 1.0910
S 0.572 3.058 -1.020 -0.0119
S -0.104 0.617 2.401 0.0034
P -1.812 0.837 -0.593 0.0134
O -0.041 -0.807 2.633 0.0026
O 2.259 0.639 -1.142 0.1546
O 0.466 1.451 3.437 0.0022
O 0.480 1.023 1.098 0.0290
O 0.759 -4.594 5.645 0.0473
N 1.827 5.476 1.712 -0.0005
N 3.404 -5.246 0.875 0.5967
N 3.196 2.312 1.138 0.0015
N 2.385 3.432 1.121 -0.0004
N 3.970 -4.355 0.163 0.5759
N 1.098 5.049 0.651 -0.0010
N 0.450 -1.102 -0.566 0.3135
C 2.281 -6.144 2.771 0.0792
C 3.564 4.382 3.107 0.0000
C -2.485 -3.157 -1.562 0.2077
C 4.006 -1.004 -1.183 -0.0313
C 3.454 -3.249 -0.396 0.0582
C 0.143 3.384 -4.275 0.0012
C 2.115 -3.593 3.892 -0.0034
C 2.880 -5.051 2.109 0.0420
C 2.065 -2.921 -0.384 0.2117
C 0.171 0.622 -5.798 0.0009
C -2.470 1.179 3.508 -0.0002
C -3.887 1.517 1.163 0.0020
C -0.247 -3.378 0.093 0.1446
C -3.293 1.931 -2.739 0.0008
C -2.654 -0.706 -1.063 0.2423
C 1.008 -3.826 -0.040 0.0052
C -0.016 0.409 -2.756 -0.0213
C -2.599 3.466 -1.024 -0.0007
C -2.671 2.162 -1.516 0.0053
C -3.817 1.477 3.565 0.0030
C -1.835 1.027 2.280 0.0048
C 1.603 -5.953 3.947 -0.0177
C 4.381 -2.299 -0.914 0.1824
C -1.750 -1.883 -1.317 0.0997
C -4.628 -2.084 -1.347 0.3002
C -4.521 1.660 2.383 -0.0006
C 1.488 -4.672 4.507 0.0926
C 2.825 -3.783 2.724 0.1107
C 0.483 -3.307 6.164 0.0025
C -3.152 4.515 -1.736 0.0004
C -3.787 4.274 -2.947 -0.0015
C -0.640 -1.966 -0.184 0.0889
C -3.834 -3.232 -1.576 0.0145
C 2.597 4.478 1.995 0.0000
C -4.017 -0.853 -1.096 0.0061
C 1.696 -1.573 -0.650 0.0727
C 2.673 -0.604 -1.014 0.1644
C -3.855 2.984 -3.448 0.0002
C 2.792 1.447 -4.129 0.0021
C -2.535 1.162 1.080 0.0074
C 1.383 3.789 0.275 -0.0021
H 2.359 -7.123 2.317 0.0045
H -4.235 5.092 -3.497 -0.0001
H 4.470 3.885 2.762 0.0000
H 0.315 3.773 -5.279 0.0003
H -3.090 5.523 -1.346 0.0001
H 3.792 5.370 3.494 0.0000
H 3.188 1.674 -5.120 0.0005
H 2.047 -2.594 4.301 -0.0024
H 1.229 -4.871 0.109 -0.0001
H 0.015 -2.665 5.413 0.0006
H -4.315 1.569 4.521 0.0002
H 0.541 1.108 -6.702 0.0001
H 0.483 -0.423 -5.828 -0.0001
H 1.389 -2.818 6.532 0.0008
H 0.624 4.043 -3.559 0.0000
H -1.087 -1.558 0.734 0.0247
H -1.874 1.060 4.403 0.0000
H 3.330 -2.945 2.263 0.0074
H 0.374 -0.590 -2.981 -0.0005
H 1.132 -6.780 4.462 -0.0032
H -4.655 0.005 -0.934 -0.0047
H -5.706 -2.163 -1.352 0.0179
H -0.930 3.395 -4.077 0.0000
H -3.352 0.923 -3.131 0.0010
H -1.081 0.406 -3.007 0.0020
H -4.346 2.794 -4.393 0.0001
H -1.048 -4.024 0.426 0.0079
H 2.883 1.700 1.882 0.0001
H -0.920 0.647 -5.827 0.0000
H 4.731 -0.262 -1.491 -0.0060
H 3.132 3.769 3.901 0.0000
H 3.203 2.157 -3.413 0.0001
H -5.571 1.922 2.413 -0.0001
H 3.082 1.820 0.250 0.0002
H -4.317 -4.180 -1.774 -0.0051
H 0.441 5.652 0.191 -0.0002
H -1.887 -4.031 -1.789 0.0103
H 3.120 0.448 -3.844 0.0000
H -4.445 1.704 0.258 0.0001
H -0.203 -3.469 6.992 -0.0002
H -1.153 -1.690 -2.220 0.0343
H -2.110 3.648 -0.077 0.0000
H 5.415 -2.603 -0.995 0.0103

***

(4)
102
Properties=species:S:1:pos:R:3:lowdin_charge:R:1 method="wB97M-V/def2-TZVPD" total_energy_ev=-161243.691 orbital_gap_ev=6.872 lumo_ha=0.1383 mol_weight_da=875.74 largest_force_ev_per_a=1.7 charge=-2
Br 1.481 -6.869 2.070 0.6959
K -1.261 0.129 0.411 0.8045
S -3.347 2.358 0.588 0.5183
O -4.274 2.776 1.621 -0.3245
O 1.989 -4.925 -0.540 -0.0580
O -1.934 2.507 0.891 -0.3854
O 0.007 -3.842 -0.286 -0.0512
N -0.085 0.319 2.727 0.0459
N 0.795 3.090 -0.675 0.1433
N 2.716 0.547 0.841 -0.0343
N -3.259 -1.765 -0.090 0.0728
N 0.857 1.258 2.455 -0.0103
N -3.540 0.912 0.041 -0.2526
N 1.468 2.788 0.463 -0.0118
N 2.873 -0.285 -0.219 0.1386
C -4.533 -1.271 0.012 -0.1569
C -5.421 -3.511 -0.098 -0.0412
C -6.961 -1.575 0.188 -0.0826
C -5.661 -2.121 0.033 -0.1757
C -4.136 5.205 -2.900 -0.2897
C 1.829 4.940 0.092 -0.0370
C -0.505 0.536 3.965 -0.3021
C -1.602 -0.315 4.538 -0.3681
C 4.060 -0.863 -0.064 -0.2947
C -5.994 0.648 0.258 -0.0360
C 1.407 -4.033 1.568 -0.1616
C 1.872 -4.714 3.857 -0.1645
C 3.799 0.509 1.639 -0.1026
C 1.118 -4.289 0.084 -0.7154
C -1.319 -0.690 5.991 -0.0775
C -7.104 -0.222 0.301 -0.1072
C 1.472 -2.704 1.997 -0.0134
C 4.367 -1.461 -2.478 -0.0797
C -4.392 6.143 -4.054 -0.0642
C -3.997 4.779 -0.522 -0.0502
C -4.237 5.643 -1.583 -0.0524
C 0.238 6.524 -1.967 -0.0896
C 0.171 1.641 4.524 -0.0201
C 1.609 -5.016 2.527 -0.6091
C 1.236 4.680 -3.363 -0.0771
C -3.072 -3.061 -0.193 -0.1036
C -3.788 3.877 -3.134 -0.0495
C -2.960 0.385 4.402 -0.0508
C -3.646 3.460 -0.777 -0.2574
C 4.511 -1.927 -1.029 -0.3724
C 0.990 4.383 -0.897 -0.3038
C -3.547 3.004 -2.084 -0.0457
C 5.937 -2.367 -0.727 -0.0960
C 2.102 3.881 0.933 -0.1014
C 1.744 -2.376 3.316 -0.0819
C 4.700 -0.382 1.099 -0.0406
C -4.703 0.165 0.116 -0.2573
C -4.148 -3.980 -0.213 -0.0546
C 0.395 5.014 -2.127 -0.3794
C 1.014 2.071 3.519 -0.0818
C 1.947 -3.383 4.252 -0.1117
B 1.380 1.322 0.992 -0.5616
H -6.268 -4.190 -0.102 0.1034
H -4.897 7.050 -3.718 0.0666
H -0.390 -1.261 6.075 0.0717
H 1.213 6.999 -1.804 0.0688
H 1.322 3.599 -3.474 0.0757
H 2.153 -3.142 5.288 0.0876
H 2.714 3.849 1.823 0.1007
H 2.170 5.958 0.202 0.0813
H -3.706 3.519 -4.156 0.1098
H -2.989 1.290 5.020 0.0833
H 6.014 -2.809 0.270 0.0744
H -3.454 6.441 -4.532 0.0751
H 5.657 -0.669 1.506 0.0824
H 2.010 -5.513 4.574 0.0789
H 6.261 -3.118 -1.452 0.0686
H -0.204 6.966 -2.866 0.0651
H 3.847 1.091 2.550 0.1081
H -4.512 6.674 -1.382 0.1027
H 0.052 2.083 5.501 0.0880
H -0.595 4.570 -2.261 0.1245
H -3.941 -5.039 -0.314 0.0996
H -1.221 0.210 6.607 0.0689
H 4.598 -2.278 -3.168 0.0687
H -3.152 0.692 3.372 0.0668
H -3.284 1.968 -2.265 0.1150
H 1.783 -1.332 3.610 0.0903
H -2.134 -1.294 6.399 0.0703
H -7.819 -2.238 0.221 0.0936
H 5.050 -0.628 -2.679 0.0741
H -8.095 0.203 0.424 0.0915
H -6.142 1.715 0.352 0.0952
H 6.627 -1.517 -0.781 0.0742
H -5.012 5.669 -4.816 0.0715
H -1.626 -1.228 3.939 0.1366
H 3.853 -2.791 -0.891 0.1301
H 0.603 0.777 0.294 0.0063
H -0.403 6.763 -1.115 0.0774
H -4.083 5.113 0.507 0.1130
H 3.350 -1.119 -2.665 0.0689
H 1.715 2.890 3.516 0.0979
H -3.772 -0.277 4.720 0.0745
H -2.039 -3.411 -0.256 0.0814
H 0.788 5.097 -4.274 0.0654
H 2.245 5.091 -3.254 0.0769
H 1.291 -1.922 1.271 0.1025

***

(5)
97
Properties=species:S:1:pos:R:3:lowdin_spin:R:1 method="wB97M-V/def2-TZVPD" total_energy_ev=-243860.098 s2=0.75 orbital_gap_ev="6.709 / 6.839" lumo_ha="-0.2093 / -0.2046" mol_weight_da=911.53 largest_force_ev_per_a=0.7 charge=+2 spin_multiplicity=2
Br 7.420 2.608 -2.590 -0.0003
Br 3.873 -1.582 -3.865 -0.0002
Ti 0.655 1.024 -1.147 0.9469
S -1.737 -4.606 3.659 0.0000
P 0.602 -1.352 0.326 0.0038
P -1.575 0.273 0.194 -0.0025
O 1.999 0.053 -2.021 -0.0131
N -0.734 2.914 -1.217 0.0020
N 2.424 2.328 -0.784 0.0087
N 0.125 1.346 -3.395 0.0078
N -1.087 -1.268 0.628 -0.0016
C -2.518 -3.491 4.839 0.0000
C -0.886 2.134 3.724 0.0004
C 3.868 4.120 -0.135 -0.0006
C 3.208 0.598 -2.195 0.0017
C 1.445 -1.910 1.806 0.0027
C 2.140 -0.958 2.554 0.0015
C -5.046 1.396 -1.615 0.0000
C 2.701 -2.628 4.178 0.0000
C 0.788 -2.641 -0.923 -0.0014
C 2.768 -1.314 3.735 0.0001
C 1.896 -3.487 -0.941 -0.0008
C 0.054 -3.589 -3.016 0.0001
C 2.063 -4.395 -1.976 0.0000
C -1.794 -2.089 1.635 -0.0005
C 4.199 0.020 -2.953 -0.0014
C 0.536 2.650 -3.969 0.0061
C -0.749 1.544 2.479 0.0045
C -4.731 -0.939 -2.086 0.0000
C 1.387 -3.229 2.261 0.0003
C 1.584 3.947 0.853 0.0038
C -0.121 -2.687 -1.979 -0.0007
C -2.151 -3.475 1.121 0.0000
C 4.720 2.441 -1.625 0.0002
C 4.891 3.643 -0.904 0.0077
C 2.639 3.426 -0.072 0.0076
C -0.413 3.752 -3.538 0.0002
C 1.143 -4.451 -3.011 -0.0007
C -3.899 1.393 -0.837 -0.0004
C 2.012 -3.582 3.443 0.0001
C -0.356 4.082 -2.058 0.0009
C 3.467 1.818 -1.530 0.0059
C -3.138 1.407 2.266 0.0000
C -2.784 -4.352 2.200 0.0000
C -3.156 0.220 -0.675 -0.0008
C -1.869 1.183 1.732 0.0008
C 5.462 0.640 -3.064 -0.0010
C -3.278 2.002 3.510 0.0000
C -3.579 -0.944 -1.314 -0.0004
C 5.724 1.819 -2.421 -0.0010
C -5.464 0.227 -2.239 -0.0005
C -2.154 2.369 4.239 0.0003
H -5.060 -1.851 -2.566 0.0000
H -2.855 -3.389 0.290 0.0000
H 5.836 4.165 -0.952 0.0004
H -3.735 -3.928 2.526 0.0000
H 0.713 3.300 0.901 0.0029
H -0.666 -3.627 -3.824 0.0000
H -3.609 2.308 -0.330 0.0000
H -1.441 3.487 -3.815 0.0000
H 2.916 -5.059 -1.968 0.0000
H -1.260 -3.963 0.716 0.0000
H 2.213 0.064 2.197 0.0014
H -1.640 2.570 -1.538 0.0004
H 0.674 0.605 -3.823 0.0002
H -3.538 -3.801 5.061 0.0000
H -2.515 -2.457 4.492 0.0000
H 1.547 2.860 -3.607 0.0008
H 0.252 1.335 2.107 0.0042
H -3.011 -5.333 1.784 0.0000
H -2.694 -1.546 1.941 -0.0001
H -4.026 1.107 1.722 0.0000
H -2.269 2.829 5.211 0.0000
H -3.017 -1.860 -1.200 0.0000
H 2.633 -3.444 -0.149 0.0000
H 6.220 0.161 -3.668 0.0000
H -0.009 2.400 4.298 0.0000
H 1.280 4.957 0.572 0.0001
H -1.157 -2.172 2.520 0.0000
H 3.191 -2.910 5.100 0.0000
H -0.840 1.154 -3.658 0.0000
H -1.937 -3.543 5.758 0.0000
H 1.992 4.014 1.863 0.0005
H 3.982 5.021 0.451 -0.0001
H 0.653 4.384 -1.771 0.0001
H 0.585 2.591 -5.058 0.0012
H 0.848 -3.979 1.697 0.0000
H 1.954 -4.603 3.794 0.0000
H -4.266 2.171 3.914 0.0000
H 1.271 -5.165 -3.813 0.0000
H -0.181 4.657 -4.101 0.0001
H -1.025 4.919 -1.845 -0.0002
H -0.987 -2.034 -1.994 0.0000
H 3.313 -0.574 4.303 0.0000
H -6.366 0.225 -2.836 0.0000
H -5.622 2.305 -1.721 0.0000
H -0.922 3.242 -0.272 0.0017